No. 1
Entry from the OMol25 dataset: an isolated molecule of C4H6F3N (ωB97M-V/def2-TZVPD).

Each line ends with the Löwdin charge.
CARTESIAN COORDINATES (ANGSTROEM)
C 1.01888 1.04138 -1.93925  -0.095
C 0.49261 0.65670 -0.61903  -0.187
C 0.28505 -0.53001 -0.08496  -0.064
C -0.11094 -0.56435 1.36343  -0.261
F -0.26197 0.58959 2.02922  0.050
N -1.55346 -1.45867 1.40408  0.019
F -2.11899 -1.10689 2.63049  -0.050
F -2.39085 -0.75290 0.50054  -0.064
H 1.65225 0.19364 -2.49228  0.122
H 1.65068 1.87058 -1.54701  0.083
H 0.28477 1.35876 -2.72250  0.085
H 0.24639 1.40938 0.08174  0.097
H 0.34376 -1.49581 -0.61446  0.129
H 0.46183 -1.21140 2.00999  0.135

HOMO-LUMO gap = 10.9 eV
Highest occupied orbital energy = -10.0 eV
LUMO level = 0.94 eV
Relative energy (zero: lowest compared OMol25 entry of this formula, charge and spin) = 103.80 kcal per mole
Energy = -13882.609 eV

No. 2
Entry from the OMol25 dataset: the ion C4H6F3N3 with charge +2 (ωB97M-V/def2-TZVPD).

Each line ends with the Löwdin charge.
CARTESIAN COORDINATES (ANGSTROEM)
F 1.19148 -2.99915 0.82911  0.161
C 0.73720 -1.94771 1.56638  -0.589
F 1.72943 -1.13438 1.79001  0.225
F 0.17245 -2.36022 2.66864  0.245
C -0.33692 -1.30631 0.54143  -0.044
N -0.96904 -0.04118 0.95539  0.191
C -0.41543 1.11355 0.66884  0.019
N 0.63541 1.26255 -0.17526  0.173
C 0.91329 0.11975 -1.01750  0.072
N 0.38852 -1.02448 -0.76167  0.191
H -1.12259 -2.10901 0.25204  0.225
H -1.95631 0.00112 1.35173  0.243
H -0.83793 2.07091 1.05685  0.209
H 1.25614 2.08746 -0.45235  0.238
H 1.55313 0.27511 -1.95339  0.223
H 0.69661 -1.75631 -1.42315  0.217

HOMO-LUMO gap = 10.4 eV
Net charge = +2
Highest occupied orbital energy = -21.0 eV
LUMO level = -10.57 eV
Relative energy (zero: lowest compared OMol25 entry of this formula, charge and spin) = 0.00 kcal per mole
Energy = -16849.041 eV

No. 3
Entry from the OMol25 dataset: a structure of composition C4H6F3N3O2 (ωB97M-V/def2-TZVPD).

Each line ends with the Löwdin charge.
CARTESIAN COORDINATES (ANGSTROEM)
C -0.72172 1.51253 -1.10522  -0.496
C -0.56201 -0.65511 0.12048  -0.361
C 1.05505 -1.90263 0.27563  -0.457
C -0.04239 2.85850 -1.13085  0.009
N -0.99575 -0.90590 1.43573  0.020
N 0.74723 -2.49746 1.46576  0.121
N -0.15073 0.64258 -0.17420  0.151
O -1.66459 1.21346 -1.77903  0.107
O -0.71617 -2.15963 1.81146  -0.083
F -1.32913 -1.24373 -0.79838  0.130
F 1.20153 -2.65469 -0.82786  0.106
F 2.10509 -1.04291 0.33009  0.067
H 0.70338 2.97184 -0.35067  0.072
H 0.42697 3.00329 -2.10238  0.092
H -0.80203 3.63045 -1.02122  0.092
H -0.66242 -0.20987 2.10820  0.153
H 0.71277 -3.51180 1.45783  0.139
H 0.69492 0.95110 0.28461  0.137

HOMO-LUMO gap = 10.0 eV
Highest occupied orbital energy = -9.4 eV
LUMO level = 0.53 eV
Relative energy (zero: lowest compared OMol25 entry of this formula, charge and spin) = 6.45 kcal per mole
Energy = -20959.274 eV

No. 4
Entry from the OMol25 dataset: an isolated molecule of C4H6F3NO (ωB97M-V/def2-TZVPD).

Each line ends with the Löwdin charge.
CARTESIAN COORDINATES (ANGSTROEM)
C -1.41830 0.01843 -1.25806  -0.070
N -0.62170 0.14799 -0.10661  0.027
C -0.98414 1.05387 0.83868  -0.573
O -1.83672 1.83398 0.81584  0.181
F -0.24986 0.92096 1.99298  0.070
C 0.68038 -0.91098 0.29046  -0.511
C 1.93762 -0.02211 0.41280  0.037
F 0.25449 -1.51984 1.33823  0.168
F 0.79942 -1.83579 -0.65453  0.129
H -1.38097 -1.02615 -1.58762  0.101
H -2.40187 0.17363 -1.03642  0.059
H -1.30198 0.63018 -2.14082  0.093
H 1.88388 0.52980 1.40266  0.113
H 1.76230 0.57810 -0.43931  0.067
H 2.87745 -0.57207 0.13172  0.107

HOMO-LUMO gap = 10.9 eV
Highest occupied orbital energy = -10.1 eV
LUMO level = 0.78 eV
Relative energy (zero: lowest compared OMol25 entry of this formula, charge and spin) = 35.22 kcal per mole
Energy = -15934.809 eV

No. 5
Entry from the OMol25 dataset: an isolated molecule of C4H6FN (ωB97M-V/def2-TZVPD).

Each line ends with the Löwdin charge.
CARTESIAN COORDINATES (ANGSTROEM)
C 1.27348 -0.02497 0.20553  -0.027
C 0.03888 0.87690 0.09960  -0.464
C -1.24566 0.17888 -0.00908  -0.064
F -0.04741 1.91832 1.04812  -0.012
C 0.32313 1.91769 -1.38252  -0.117
N 0.44288 2.67251 -2.22857  0.077
H 1.98730 0.60977 0.86176  0.126
H 0.94532 -0.90296 0.64555  0.043
H 1.79668 -0.20861 -0.78950  0.114
H -1.52327 -0.22060 -0.99541  0.102
H -2.11336 0.88451 0.06507  0.103
H -1.39114 -0.50496 0.88510  0.119

HOMO-LUMO gap = 12.6 eV
Highest occupied orbital energy = -11.9 eV
LUMO level = 0.71 eV
Relative energy (zero: lowest compared OMol25 entry of this formula, charge and spin) = 32.03 kcal per mole
Energy = -8450.946 eV

No. 6
Entry from the OMol25 dataset: the ion C4H6FN2 with charge +1 (ωB97M-V/def2-TZVPD).

Each line ends with the Löwdin charge.
CARTESIAN COORDINATES (ANGSTROEM)
F 2.85972 0.43349 -0.18597  0.259
C 1.61828 0.22916 -0.00989  -0.174
N 0.74025 1.14420 0.10311  0.168
C -0.67973 0.84373 0.25978  -0.110
C -1.03593 -0.50695 -0.36205  -0.117
C -0.06379 -1.56136 0.06427  -0.146
N 1.16690 -1.39490 0.23447  0.205
H 1.01745 2.12974 0.09935  0.203
H -1.25475 1.64428 -0.20924  0.145
H -0.90881 0.84685 1.33270  0.149
H -0.99329 -0.45089 -1.45597  0.143
H -2.05465 -0.77885 -0.08934  0.134
H -0.41165 -2.57849 0.21879  0.142

HOMO-LUMO gap = 10.8 eV
Net charge = +1
Highest occupied orbital energy = -15.7 eV
LUMO level = -4.85 eV
Relative energy (zero: lowest compared OMol25 entry of this formula, charge and spin) = 27.36 kcal per mole
Energy = -9934.402 eV

No. 7
Entry from the OMol25 dataset: a structure of composition C4H6FNOS (ωB97M-V/def2-TZVPD).

Each line ends with the Löwdin charge.
CARTESIAN COORDINATES (ANGSTROEM)
C -1.91728 -2.26908 -0.03364  -0.066
C 0.03555 -0.82280 0.00883  -0.354
C 0.52212 -0.33425 1.19398  -0.090
C 0.18624 -0.05842 -1.27357  -0.275
H -2.07688 -3.45439 0.46128  0.158
H -2.16956 -1.17461 0.65718  0.160
H -2.37075 -2.08076 -1.16345  0.111
H 0.91930 0.77444 1.32753  0.101
H -0.11384 -0.87632 -2.07507  0.155
H 1.64228 3.43943 -1.44981  0.026
N 0.31323 1.10508 -1.58292  -0.357
O -0.46915 -2.04845 0.12288  -0.210
F 0.58072 -0.84364 2.41178  0.056
S 0.47149 2.53277 -0.54624  0.585

HOMO-LUMO gap = 8.6 eV
Highest occupied orbital energy = -8.8 eV
LUMO level = -0.20 eV
Relative energy (zero: lowest compared OMol25 entry of this formula, charge and spin) = 159.02 kcal per mole
Energy = -21329.010 eV

No. 8
Entry from the OMol25 dataset: a structure of composition C4H6FNS (ωB97M-V/def2-TZVPD).

Each line ends with the Löwdin charge.
CARTESIAN COORDINATES (ANGSTROEM)
C 1.10281 1.37036 0.15867  -0.120
C 1.32385 -0.21530 0.00361  -0.732
C 0.25679 -1.21268 -0.13846  -0.334
C -1.15955 -1.10749 -0.07443  -0.133
H 0.40806 1.52597 0.87424  0.000
H 1.98815 1.70848 0.68355  0.043
H 0.91739 1.92617 -0.93373  0.148
H -1.93321 -1.81760 -0.05497  0.112
H -3.00567 0.12455 0.21260  0.257
H -1.51718 0.94109 -0.47482  0.069
N -1.79645 0.01324 -0.23018  0.033
F 0.54841 -2.50169 0.15507  -0.026
S 2.86660 -0.75510 -0.18116  0.682

HOMO-LUMO gap = 7.5 eV
Highest occupied orbital energy = -7.8 eV
LUMO level = -0.31 eV
Relative energy (zero: lowest compared OMol25 entry of this formula, charge and spin) = 85.87 kcal per mole
Energy = -19284.304 eV

No. 9
Entry from the OMol25 dataset: an isolated molecule of C4H6FNS (ωB97M-V/def2-TZVPD).

Each line ends with the Löwdin charge.
CARTESIAN COORDINATES (ANGSTROEM)
C -0.44196 2.27533 0.16484  -0.043
N 0.08901 0.84523 -0.10725  -0.213
C 1.45041 0.53059 -0.24491  -0.609
S 2.25266 -0.97236 0.13448  0.529
C -0.80869 -0.23524 -0.15233  -0.171
C -2.07452 -0.19850 -0.01235  -0.103
F -2.54276 -1.53996 0.04732  -0.067
H -1.15981 2.72440 -0.53061  0.079
H 0.32749 3.03418 0.21042  0.052
H -0.69448 2.55968 1.30413  0.136
H 1.93849 1.46020 -0.93576  0.139
H -0.12798 -1.20642 -0.42081  0.124
H -2.81593 0.69571 0.01426  0.147

HOMO-LUMO gap = 8.3 eV
Highest occupied orbital energy = -8.6 eV
LUMO level = -0.31 eV
Relative energy (zero: lowest compared OMol25 entry of this formula, charge and spin) = 86.24 kcal per mole
Energy = -19284.288 eV

No. 10
Entry from the OMol25 dataset: a cluster of 3 separate species, C4H6IN in total (ωB97M-V/def2-TZVPD).

Each line ends with the Löwdin charge.
CARTESIAN COORDINATES (ANGSTROEM)
C -0.54312 -0.57982 -0.76896  -0.175
N -0.11374 -0.54680 0.41593  0.101
C -1.07691 -1.68067 0.01428  -0.161
H -0.58207 -0.16614 -1.73556  0.081
H -2.02045 -1.47589 0.53390  0.070
H -0.85523 -2.74516 0.06280  0.076
C 1.11830 2.39796 -1.22884  0.015
C -0.06454 2.58553 -1.35202  -0.011
H 2.08021 2.20531 -1.02109  -0.016
H -1.14355 2.64259 -1.41432  0.034
I 2.67166 -1.00040 2.94742  0.356
H 2.03881 0.44463 2.82687  -0.370

HOMO-LUMO gap = 10.5 eV
Highest occupied orbital energy = -9.7 eV
LUMO level = 0.86 eV
Relative energy (zero: lowest compared OMol25 entry of this formula, charge and spin) = 100.06 kcal per mole
Energy = -13830.819 eV